Entry 1:
Formula: C8H15PS
Source: OMol25
Level of theory: the ωB97M-V functional and the def2-TZVPD basis

```
25
C8H15PS, DFT the ωB97M-V functional and the def2-TZVPD basis
C -3.25 -0.10 -0.86
C -1.74 -0.46 -0.70
P -0.99 -0.37 0.97
S -0.60 1.63 1.19
C 0.97 1.48 -0.33
C 1.13 2.81 -0.92
C 1.43 0.31 -0.30
C 0.87 -0.77 0.60
C 0.93 -2.29 0.09
C 1.46 -0.66 2.05
H -4.06 -0.70 -0.56
H -3.25 0.76 -0.10
H -3.44 0.26 -1.83
H -1.13 0.18 -1.39
H -1.58 -1.49 -1.16
H 1.91 3.29 -0.22
H 0.23 3.58 -0.76
H 1.38 2.84 -1.99
H 2.23 -0.28 -0.84
H 0.61 -2.29 -1.00
H 0.06 -2.90 0.51
H 1.86 -2.71 0.30
H 0.75 -1.16 2.75
H 1.90 0.33 2.45
H 2.32 -1.29 2.07
```

For the HOMO-LUMO gap, the calculation gives 9.06 eV. The value obtained for the electronic energy is -28660.7381 eV. Its SMILES is CCP1SC(C)=CC1(C)C. As for the relative energy (zero: lowest compared OMol25 entry of this formula, charge and spin): 2.302 eV. The calculation puts the molar mass at 174.2 g/mol. The value obtained for the HOMO energy is -0.3090 hartree.

Entry 2:
Formula: C8H16BFN5O3PS3
Source: OMol25
Level of theory: the ωB97M-V functional and the def2-TZVPD basis

```
38
C8H16BFN5O3PS3, DFT the ωB97M-V functional and the def2-TZVPD basis
N -3.42 1.03 -0.53
P -2.88 2.32 -1.39
B -1.59 1.81 -2.75
C -0.97 0.25 -2.69
C 0.61 0.16 -3.10
C 1.68 0.58 -1.94
S 0.97 0.88 -0.24
C 1.75 -0.19 1.07
S 1.07 -1.77 1.26
N 2.88 0.19 2.00
C 2.74 1.28 3.08
C 4.22 1.25 3.80
N 5.05 0.19 3.11
C 4.27 -0.47 1.99
S -1.10 3.09 -4.03
O -2.11 4.28 -3.90
O -1.05 2.44 -5.42
F 0.47 3.68 -3.54
H -4.47 1.01 -0.66
H -4.04 2.98 -1.99
H -2.23 3.26 -0.51
H -1.24 -0.30 -1.68
H -1.57 -0.34 -3.53
H 0.81 -0.95 -3.46
H 0.76 0.86 -4.05
H 2.31 1.50 -2.35
H 2.46 -0.31 -1.85
H 1.78 1.92 3.31
H 4.50 1.94 4.72
H 4.64 -1.34 1.27
N -1.00 -4.41 2.99
C -2.32 -4.27 3.23
N -2.84 -3.10 2.83
O -2.98 -5.14 3.77
H -0.44 -3.70 2.55
H -0.57 -5.27 3.28
H -3.83 -2.96 2.99
H -2.31 -2.37 2.39
```

For the HOMO-LUMO gap, the calculation gives 6.00 eV. The value obtained for the electronic energy is -67326.2359 eV. Its SMILES is N=[PH2]B(CCCSC(=S)n1ccnc1)S(=O)(=O)F.NC(N)=O. As for the relative energy (zero: lowest compared OMol25 entry of this formula, charge and spin): 8.253 eV. The calculation puts the molar mass at 387.2 g/mol. The value obtained for the HOMO energy is -0.3275 hartree.

Entry 3:
Formula: C8H16BFO2
Source: OMol25
Level of theory: the ωB97M-V functional and the def2-TZVPD basis

```
28
C8H16BFO2, DFT the ωB97M-V functional and the def2-TZVPD basis
B -1.56 -0.24 0.18
C 0.47 -1.14 -0.04
C 0.60 0.40 -0.10
C 1.41 -1.80 -1.00
C 0.89 -1.61 1.43
C 0.73 0.97 -1.47
C 1.72 1.02 0.70
C -3.88 1.18 0.70
C -3.17 -0.08 0.27
O -0.92 -1.39 -0.22
O -0.69 0.78 0.39
F -3.88 -0.84 -0.59
H 1.30 -2.85 -1.15
H 2.41 -1.61 -0.76
H 1.22 -1.36 -1.96
H 0.45 -0.96 2.23
H 2.01 -1.45 1.45
H 0.60 -2.62 1.56
H -0.06 0.51 -2.17
H 1.84 0.96 -1.82
H 0.62 2.05 -1.33
H 2.51 0.36 0.91
H 1.39 1.56 1.65
H 2.22 1.77 0.19
H -3.11 1.83 1.21
H -4.35 1.54 -0.19
H -4.59 1.12 1.59
H -2.71 -1.23 1.72
```

For the HOMO-LUMO gap, the calculation gives 9.12 eV. The value obtained for the electronic energy is -16043.1292 eV. As for the relative energy (zero: lowest compared OMol25 entry of this formula, charge and spin): 0.224 eV. The calculation puts the molar mass at 174.0 g/mol. The value obtained for the HOMO energy is -0.3250 hartree.

Entry 4:
Formula: C8H16BaBrN2O2
Source: OMol25
Level of theory: the ωB97M-V functional and the def2-TZVPD basis

```
30
C8H16BaBrN2O2, DFT the ωB97M-V functional and the def2-TZVPD basis
N -0.65 -1.54 -1.92
C -1.12 -0.23 -2.41
C -1.19 0.89 -1.35
C -1.99 0.57 -0.05
C -1.19 0.82 1.27
N 0.07 0.12 1.36
C 1.30 0.87 1.10
C 2.09 0.13 0.00
C 3.40 -0.51 0.47
Br 3.34 -2.41 -0.06
C -2.08 0.26 2.44
O -2.95 1.00 2.91
O -1.84 -0.94 2.83
H 0.30 -1.78 -2.18
H -0.83 -1.64 -0.96
H -2.06 -0.32 -2.94
H -0.40 0.09 -3.16
H -0.18 1.24 -1.15
H -1.70 1.71 -1.83
H -2.35 -0.47 -0.08
H -2.90 1.15 0.01
H -1.07 1.87 1.46
H 0.06 -0.69 0.82
H 1.05 1.84 0.69
H 1.92 0.99 1.98
H 1.49 -0.64 -0.47
H 2.33 0.84 -0.79
H 4.23 -0.11 -0.09
H 3.58 -0.43 1.53
Ba -0.69 -2.68 0.54
```

For the HOMO-LUMO gap, the calculation gives 6.26 eV. The value obtained for the electronic energy is -86357.7605 eV. The calculation puts the molar mass at 389.5 g/mol. The value obtained for the HOMO energy is -0.4003 hartree. As for the total charge: +1.

Entry 5:
Formula: C8H16Br8
Source: OMol25
Level of theory: the ωB97M-V functional and the def2-TZVPD basis

```
32
C8H16Br8, DFT the ωB97M-V functional and the def2-TZVPD basis
Br 0.07 -3.65 2.34
C -1.18 -2.04 2.59
C -1.94 -1.74 1.23
Br -1.83 0.26 0.97
H -0.57 -1.19 2.88
H -1.86 -2.27 3.41
H -2.99 -2.04 1.19
H -1.46 -2.13 0.33
Br -1.50 3.78 -3.94
C -0.22 4.26 -2.44
C 0.53 2.94 -1.97
Br 1.97 3.33 -0.66
H -0.85 4.72 -1.68
H 0.60 4.89 -2.77
H 0.98 2.37 -2.79
H -0.14 2.33 -1.37
Br 0.41 -3.64 -2.61
C -0.23 -3.18 -0.87
C 0.59 -2.21 -0.07
Br 0.30 -0.46 -0.94
H -0.02 -4.10 -0.34
H -1.31 -3.02 -0.90
H 1.64 -2.50 -0.11
H 0.36 -2.09 0.99
Br -0.65 1.57 -0.31
C 1.11 1.59 0.50
C 1.40 0.26 1.21
Br 0.13 -0.01 2.75
H 1.13 2.37 1.26
H 1.89 1.86 -0.21
H 2.34 0.36 1.77
H 1.30 -0.61 0.56
```

For the HOMO-LUMO gap, the calculation gives 6.08 eV. The value obtained for the electronic energy is -568871.4262 eV. As for the relative energy (zero: lowest compared OMol25 entry of this formula, charge and spin): 24.760 eV. The calculation puts the molar mass at 751.4 g/mol. The value obtained for the HOMO energy is -0.2329 hartree.

Entry 6:
Formula: C8H16BrFLiN4NaO9P2
Source: OMol25
Level of theory: the ωB97M-V functional and the def2-TZVPD basis

```
43
C8H16BrFLiN4NaO9P2, DFT the ωB97M-V functional and the def2-TZVPD basis
N -2.50 -4.12 -1.11
P -3.52 -2.92 -1.12
O -4.40 -2.91 -2.42
O -4.51 -2.93 0.20
C -2.51 -1.42 -1.04
C -2.61 -0.58 0.16
C -1.76 0.51 0.22
C -0.89 0.78 -0.82
P 0.26 2.14 -0.87
O 1.62 1.63 -1.12
O 0.19 2.82 0.55
O -0.30 3.04 -1.98
N -0.87 -0.03 -1.92
C -1.64 -1.11 -2.05
H -2.66 -4.69 -0.31
H -4.52 -3.83 -2.72
H -3.92 -2.91 0.97
H -3.29 -0.85 0.96
H -1.75 1.16 1.09
H 0.74 2.29 1.15
H 0.47 3.21 -2.63
H -0.23 0.23 -2.68
H -1.58 -1.71 -2.94
Br -0.15 2.90 -4.56
Na -3.72 -5.04 1.09
C 6.02 2.97 1.82
C 4.78 2.47 1.12
O 4.24 1.41 1.45
N 4.27 3.23 0.13
C 4.76 4.50 -0.38
H 6.30 2.26 2.59
H 6.85 3.07 1.11
H 5.84 3.94 2.29
H 3.44 2.84 -0.30
H 3.99 5.26 -0.26
H 4.99 4.41 -1.44
H 5.65 4.81 0.16
F 0.35 5.10 0.19
N -3.28 -7.94 4.13
O -2.13 -7.93 4.58
O -4.15 -8.68 4.58
O -3.57 -7.15 3.17
Li -4.29 -0.20 -1.03
```

For the HOMO-LUMO gap, the calculation gives 2.79 eV. The value obtained for the electronic energy is -128894.6278 eV. The calculation puts the molar mass at 503.0 g/mol. The value obtained for the HOMO energy is -0.2833 hartree.

Entry 7:
Formula: C8H16Cl8N4O12V
Source: OMol25
Level of theory: the ωB97M-V functional and the def2-TZVPD basis

```
49
C8H16Cl8N4O12V, DFT the ωB97M-V functional and the def2-TZVPD basis
V 2.19 0.01 1.42
N 2.51 2.22 3.90
O 2.11 1.38 3.14
O 1.77 2.84 4.65
O 3.76 2.38 3.99
N 3.40 1.59 -0.49
O 3.45 0.37 -0.43
O 3.76 2.19 -1.43
O 2.86 1.95 0.52
N -0.27 0.09 0.55
O 0.00 0.24 1.69
O 0.73 -0.07 -0.11
O -1.40 0.20 0.09
N 2.37 -2.54 2.35
O 3.02 -3.49 2.79
O 2.43 -2.10 1.22
O 1.95 -1.67 3.01
Cl -0.11 1.89 -3.55
C -1.74 1.13 -3.36
C -2.80 1.77 -4.27
Cl -2.38 1.39 -5.98
H -1.98 1.07 -2.30
H -1.76 0.10 -3.70
H -2.85 2.86 -4.24
H -3.78 1.35 -4.03
Cl -3.16 1.93 3.59
C -1.48 2.10 4.33
C -1.64 2.74 5.68
Cl -2.20 4.41 5.40
H -1.04 2.83 3.66
H -0.92 1.16 4.36
H -0.65 2.86 6.12
H -2.26 2.16 6.36
Cl -0.50 -3.54 -0.43
C -2.24 -3.16 -0.18
C -2.86 -2.54 -1.47
Cl -3.09 -3.77 -2.71
H -2.35 -2.52 0.70
H -2.80 -4.05 0.11
H -2.14 -1.78 -1.77
H -3.85 -2.18 -1.22
Cl 0.16 -1.63 -4.38
C 1.65 -0.99 -3.61
C 2.40 -2.28 -3.16
Cl 3.45 -2.94 -4.45
H 1.32 -0.36 -2.78
H 2.26 -0.41 -4.30
H 1.68 -3.09 -2.99
H 3.00 -2.09 -2.27
```

For the HOMO-LUMO gap (alpha / beta), the calculation gives 7.35 / 8.10 eV. The value obtained for the electronic energy is -164942.0048 eV. As for the relative energy (zero: lowest compared OMol25 entry of this formula, charge and spin): 2.613 eV. Its multiplicity is 3. The calculation puts the molar mass at 694.8 g/mol. The value obtained for the HOMO energy (alpha / beta) is -0.2596 / -0.2600 hartree. As for the total charge: -1. Its expectation value of S² is 2.019.

Entry 8:
Formula: C8H16ClNO
Source: OMol25
Level of theory: the ωB97M-V functional and the def2-TZVPD basis

```
27
C8H16ClNO, DFT the ωB97M-V functional and the def2-TZVPD basis
C -0.61 1.97 -0.79
C -0.73 1.20 0.53
C 0.11 1.94 1.51
C -0.36 -0.30 0.59
Cl -0.70 -0.98 2.30
C -0.73 -1.20 -0.54
C 0.19 -2.26 -0.78
C -2.12 -1.75 -0.32
H -0.67 2.96 -0.63
H 0.44 1.78 -1.14
H -1.25 1.44 -1.49
H -1.81 1.31 0.91
H 0.91 2.52 0.98
H 0.60 1.40 2.27
H -0.49 2.70 1.98
H 0.80 -0.24 0.50
H -0.85 -0.63 -1.46
H -0.26 -2.75 -1.68
H 0.28 -2.98 0.00
H 1.09 -1.96 -1.33
H -2.43 -2.42 -1.12
H -2.29 -2.28 0.65
H -2.85 -0.94 -0.29
N 3.30 -0.31 -0.26
C 3.48 0.87 -0.23
O 3.57 2.03 -0.44
H 3.38 -1.12 0.27
```

For the HOMO-LUMO gap, the calculation gives 11.03 eV. The value obtained for the electronic energy is -24614.5573 eV. Its SMILES is CC(C)C(Cl)C(C)C.N=C=O. As for the relative energy (zero: lowest compared OMol25 entry of this formula, charge and spin): 0.000 eV. The calculation puts the molar mass at 177.7 g/mol. The value obtained for the HOMO energy is -0.3818 hartree.

Entry 9:
Formula: C8H16ClO20S4Ti
Source: OMol25
Level of theory: the ωB97M-V functional and the def2-TZVPD basis

```
50
C8H16ClO20S4Ti, DFT the ωB97M-V functional and the def2-TZVPD basis
Ti 0.82 -0.43 1.05
Cl 4.67 -0.25 1.44
O 3.47 -0.43 0.66
O 4.82 -1.41 2.32
O 5.76 -0.13 0.52
O 4.62 0.92 2.27
C -1.26 2.83 1.90
C -1.20 3.80 0.74
O 0.03 4.43 0.95
S 1.15 3.31 1.36
O 2.03 3.87 2.32
O 1.70 2.76 0.16
O 0.06 2.27 2.03
H -1.99 2.04 1.75
H -1.48 3.33 2.85
H -2.09 4.41 0.60
H -1.17 3.27 -0.22
C 4.24 -3.86 -0.02
C 4.03 -4.49 1.33
O 2.72 -4.05 1.70
S 1.80 -3.96 0.35
O 1.32 -2.61 0.25
O 0.93 -5.10 0.25
O 3.02 -4.09 -0.71
H 5.10 -4.26 -0.57
H 4.46 -2.79 0.02
H 4.76 -4.14 2.06
H 4.17 -5.57 1.24
C -0.32 2.78 -3.43
C -1.85 2.67 -3.45
O -2.18 1.92 -2.29
S -1.04 0.83 -1.99
O -1.31 -0.40 -2.70
O -0.83 0.76 -0.57
O 0.14 1.58 -2.78
H 0.03 3.60 -2.80
H 0.03 2.81 -4.46
H -2.17 2.15 -4.36
H -2.36 3.63 -3.42
C -4.91 -1.60 -0.17
C -4.45 -0.16 -0.23
O -3.43 -0.01 0.76
S -2.96 -1.50 1.29
O -3.68 -1.82 2.49
O -1.55 -1.59 1.20
O -3.67 -2.29 0.07
H -5.18 -1.92 -1.17
H -5.59 -1.75 0.67
H -5.22 0.59 -0.03
H -3.99 0.05 -1.21
```

For the HOMO-LUMO gap (alpha / beta), the calculation gives 5.35 / 8.43 eV. The value obtained for the electronic energy is -128469.9699 eV. As for the relative energy (zero: lowest compared OMol25 entry of this formula, charge and spin): 0.133 eV. Its multiplicity is 4. The calculation puts the molar mass at 643.8 g/mol. The value obtained for the HOMO energy (alpha / beta) is -0.2097 / -0.3230 hartree. Its expectation value of S² is 3.751.

Entry 10:
Formula: C8H16FN2
Source: OMol25
Level of theory: the ωB97M-V functional and the def2-TZVPD basis

```
27
C8H16FN2, DFT the ωB97M-V functional and the def2-TZVPD basis
C -0.21 0.44 1.84
C 1.54 0.90 0.22
C -0.15 -1.05 1.64
C 1.97 -0.58 0.44
C 0.10 1.19 0.55
C -0.93 0.59 -0.55
C -1.18 1.74 -1.60
C -0.83 -1.57 -1.74
N -0.22 -0.44 -1.11
N 0.73 -1.31 0.55
F 0.68 -2.61 0.14
H -1.12 0.83 2.25
H 0.62 0.57 2.71
H 2.05 1.62 0.88
H 1.68 1.08 -0.85
H 0.27 -1.69 2.48
H -1.19 -1.46 1.46
H 2.67 -0.97 -0.36
H 2.45 -0.64 1.45
H -0.07 2.36 0.69
H -1.73 0.19 0.06
H -1.55 1.38 -2.53
H -0.41 2.50 -1.69
H -2.00 2.24 -1.17
H -1.55 -1.13 -2.46
H -0.10 -2.16 -2.26
H -1.52 -2.02 -1.05
```

For the HOMO-LUMO gap (alpha / beta), the calculation gives 8.39 / 8.40 eV. The value obtained for the electronic energy is -14240.9934 eV. As for the relative energy (zero: lowest compared OMol25 entry of this formula, charge and spin): 2.787 eV. The calculation puts the molar mass at 159.2 g/mol. The value obtained for the HOMO energy (alpha / beta) is -0.5068 / -0.5069 hartree. As for the total charge: +1.

Entry 11:
Formula: C8H16N2
Source: OMol25
Level of theory: the ωB97M-V functional and the def2-TZVPD basis

```
26
C8H16N2, DFT the ωB97M-V functional and the def2-TZVPD basis
C -3.07 -0.26 -0.60
C -2.13 0.16 0.23
C -0.70 0.58 -0.21
C -0.40 1.98 0.31
C 0.30 -0.48 0.28
C 0.01 -1.85 -0.35
N 0.34 -0.65 1.71
C 1.73 0.02 -0.23
C 2.78 0.06 0.58
N 1.82 0.41 -1.56
H -2.89 -0.37 -1.66
H -4.07 -0.49 -0.27
H -2.35 0.28 1.28
H -0.70 0.59 -1.31
H -0.40 2.01 1.40
H -1.16 2.68 -0.04
H 0.57 2.31 -0.04
H -0.94 -2.24 0.01
H -0.04 -1.79 -1.43
H 0.81 -2.54 -0.06
H -0.48 -1.12 2.05
H 0.49 0.23 2.18
H 3.76 0.32 0.22
H 2.71 -0.22 1.62
H 1.23 -0.10 -2.21
H 2.77 0.49 -1.90
```

For the HOMO-LUMO gap, the calculation gives 9.14 eV. The value obtained for the electronic energy is -11534.8677 eV. Its SMILES is C=C[C@@H](C)[C@](C)(N)C(=C)N. As for the relative energy (zero: lowest compared OMol25 entry of this formula, charge and spin): 1.117 eV. The calculation puts the molar mass at 140.2 g/mol. The value obtained for the HOMO energy is -0.3001 hartree.

Entry 12:
Formula: C8H16N2
Source: OMol25
Level of theory: the ωB97M-V functional and the def2-TZVPD basis

```
26
C8H16N2, DFT the ωB97M-V functional and the def2-TZVPD basis
C -0.35 2.56 1.67
C -0.80 1.90 0.44
C -1.41 0.66 0.43
N -1.82 0.43 -0.88
C -1.52 1.57 -1.59
N -0.89 2.43 -0.81
H 0.06 1.75 2.29
H -1.24 2.77 2.25
H 0.40 3.34 1.62
H -1.44 -0.16 1.11
H -2.68 -0.10 -0.94
H -1.86 1.69 -2.61
C 1.19 -2.62 1.38
C 1.11 -2.03 -0.01
C 1.56 -0.57 -0.10
C 1.92 -2.92 -1.01
H 1.61 -3.62 1.45
H 0.28 -2.71 1.99
H 1.84 -2.10 2.15
H 0.07 -2.10 -0.45
H 2.26 -0.30 0.68
H 2.13 -0.51 -1.09
H 0.65 0.07 -0.11
H 1.35 -3.64 -1.59
H 2.23 -2.34 -1.92
H 2.82 -3.36 -0.64
```

For the HOMO-LUMO gap, the calculation gives 9.35 eV. The value obtained for the electronic energy is -11534.4816 eV. Its SMILES is Cc1c[nH]cn1.CC(C)C. As for the relative energy (zero: lowest compared OMol25 entry of this formula, charge and spin): 1.503 eV. The calculation puts the molar mass at 140.2 g/mol. The value obtained for the HOMO energy is -0.3123 hartree.